[1]
Formula: C22H72N4O14
Source: the OMol25 dataset
Level of theory: ωB97M-V/def2-TZVPD

Each line ends with the Mulliken charge.
Positions of all 112 atoms, in Å:
O 0.153 -3.105 -6.351  -0.57
O 0.801 7.552 0.836  -0.51
O 7.409 2.565 -6.794  -0.56
O -3.022 6.831 -4.734  -0.72
O 1.462 -1.346 0.929  -0.53
O -5.997 2.311 -0.042  -0.50
O 4.259 5.402 6.977  -0.49
O 1.703 -6.530 2.091  -0.49
O -4.410 -0.206 6.992  -0.51
O 5.494 -0.193 7.711  -0.66
O -4.413 4.859 6.941  -0.51
O -4.160 -5.938 2.760  -0.53
O 6.012 -2.105 -1.122  -0.49
O -4.637 -1.356 -6.423  -0.50
N -4.603 5.880 -3.540  -0.36
N -2.923 4.648 -4.157  -0.40
N 5.153 -2.099 8.851  -0.40
N 4.195 -1.880 6.966  -0.36
C 0.140 -5.188 -7.449  -1.23
C -5.127 -4.218 1.260  -1.27
C 0.951 0.769 1.971  -1.22
C -5.151 -6.716 0.701  -1.21
C -0.359 7.155 0.110  -0.49
C 1.278 -4.888 -5.186  -1.25
C 6.366 -3.423 -0.938  -0.48
C 6.115 3.169 -7.146  0.48
C 5.545 2.411 -8.379  -1.27
C 0.595 -0.308 0.957  0.46
C 5.004 -1.315 7.822  0.66
C -5.693 2.168 1.363  -0.50
C -5.194 -0.530 -5.411  -0.48
C 0.594 0.230 -0.436  -1.35
C -4.437 -5.539 1.394  0.55
C 5.094 3.113 -6.030  -1.20
C 2.268 -6.384 3.440  -0.58
C 3.315 5.499 5.973  -0.51
C -3.062 -0.637 7.064  -0.44
C -2.985 5.157 6.854  -0.50
C -3.557 5.788 -4.243  0.69
C 0.121 -4.537 -6.147  0.58
H -5.112 6.752 -3.496  0.22
H -4.701 -3.750 0.373  0.33
H 1.899 1.196 1.643  0.28
H -0.899 8.038 -0.232  0.23
H 4.789 -3.041 8.834  0.18
H 0.963 -5.710 -4.544  0.33
H -5.783 -7.311 1.360  0.35
H 5.469 3.347 -5.034  0.36
H 5.483 1.329 -8.260  0.34
H -0.124 -6.233 -7.287  0.35
H -5.303 0.490 -5.779  0.25
H 0.171 1.529 1.937  0.33
H -4.443 -7.345 0.161  0.29
H 3.919 -1.373 6.137  0.19
H -0.773 -2.892 -6.489  0.31
H 1.180 8.256 0.305  0.31
H -4.500 0.727 7.198  0.30
H 1.436 -6.184 4.115  0.26
H -4.845 -3.461 1.992  0.35
H 2.793 6.448 6.097  0.21
H -1.998 4.695 -4.560  0.22
H -0.844 -4.846 -5.745  0.22
H 6.688 -3.771 0.044  0.22
H 2.221 -1.183 0.365  0.33
H 0.051 6.644 -0.761  0.24
H -4.928 -6.441 3.041  0.31
H 1.079 -5.232 -8.002  0.30
H -6.177 -0.845 -5.062  0.25
H -2.491 0.052 6.441  0.21
H -6.149 1.309 1.856  0.25
H 5.940 -1.769 9.391  0.24
H 4.707 2.102 -5.903  0.30
H -2.586 4.782 5.912  0.20
H 7.955 2.637 -7.580  0.32
H 2.665 -7.284 3.908  0.27
H 3.013 -5.596 3.550  0.23
H -2.516 4.680 7.715  0.23
H -3.267 3.853 -3.638  0.18
H -0.202 0.967 -0.536  0.37
H -4.460 -0.477 -4.607  0.20
H -6.947 2.357 -0.172  0.29
H 4.553 2.836 -8.533  0.32
H -6.042 3.063 1.877  0.25
H -5.171 -1.352 -7.221  0.29
H -0.387 -0.755 1.112  0.27
H 1.048 0.422 3.000  0.31
H -0.505 -4.652 -8.144  0.30
H 0.164 -0.600 -0.997  0.33
H 2.622 4.665 5.866  0.23
H 3.828 5.522 5.012  0.25
H 4.413 3.945 -6.209  0.35
H -2.981 -1.682 6.764  0.21
H 1.489 -4.073 -4.494  0.34
H 5.573 -4.085 -1.285  0.19
H 1.540 -5.613 1.860  0.30
H 2.301 -5.035 -5.530  0.32
H -2.702 6.210 6.870  0.28
H 7.247 -3.406 -1.579  0.25
H 6.232 4.203 -7.469  0.16
H 1.548 0.642 -0.766  0.41
H 6.037 2.575 -9.338  0.40
H 3.894 -2.835 7.100  0.14
H -3.466 -5.467 0.905  0.20
H 6.786 -1.573 -1.323  0.32
H 4.573 4.504 6.844  0.31
H -1.005 6.442 0.622  0.22
H -4.891 5.627 7.262  0.30
H -2.661 -0.447 8.059  0.23
H -6.214 -4.295 1.269  0.30
H -4.635 2.042 1.594  0.21
H -5.043 5.064 -3.140  0.16
H -5.813 -6.407 -0.108  0.33

Atoms 1-3, force components in eV/Å:
-0.4247 -0.3772 0.4269
-0.3794 0.0486 0.6978
-1.2562 0.7840 0.2971

Summary:
ΔE to the lowest compared entry with this formula, charge and spin: 229.9 kJ/mol
gap between HOMO and LUMO: 9.46 eV

=====

[2]
Formula: C22H78O28
Source: the OMol25 dataset
Level of theory: ωB97M-V/def2-TZVPD

Each line ends with the Mulliken charge.
Positions of all 128 atoms, in Å:
O 1.733 -0.818 2.933  -0.77
O 4.496 3.022 -0.419  -0.49
O 1.464 -7.275 2.333  -0.58
O -0.425 0.744 -4.458  -0.76
O -3.733 -1.687 1.426  -0.52
O -3.871 0.825 -2.660  -0.59
O 2.683 -0.447 -3.364  -0.53
O 0.168 -2.218 0.812  2.28
O -1.059 -0.276 3.965  -0.30
O -3.198 0.619 0.036  -0.89
O -0.725 0.719 -1.004  1.53
O -1.821 -3.269 2.947  -0.11
O 3.204 -4.310 0.212  -0.50
O -4.095 -3.438 5.748  -0.59
O -3.672 -2.107 -4.893  -0.55
O -1.407 5.868 1.149  -0.59
O -1.032 -4.554 -0.021  -0.75
O 4.512 -2.158 1.255  -0.59
O -0.205 -1.695 -3.464  -0.52
O 1.392 1.877 -2.603  0.12
O 3.965 3.956 -4.144  -0.58
O 1.652 3.029 1.850  -0.68
O 2.167 -3.270 -3.070  -0.61
O -1.705 3.706 -2.511  -0.43
O -1.635 3.083 2.853  -0.67
O -4.494 5.998 -3.056  -0.57
O 0.595 -4.141 3.916  -0.56
O -0.118 3.688 -0.313  0.61
C 3.700 3.495 0.606  -0.90
C -1.161 1.133 4.025  -0.82
C 0.375 4.985 -0.322  0.07
C -4.325 -0.996 -4.240  -0.73
C -2.834 4.460 -2.204  0.33
C 2.608 2.410 1.041  1.43
C 2.864 -1.668 2.799  -0.32
C 1.692 -6.158 3.186  -0.48
C -2.400 -3.821 4.096  -0.13
C -1.411 1.726 2.672  1.17
C 3.287 2.802 -3.739  -0.88
C -3.262 5.347 -3.339  -0.65
C 2.096 3.063 -2.781  -0.32
C -0.032 5.661 0.974  -0.92
C -0.679 -1.200 0.279  -0.16
C -3.397 -0.387 -3.151  0.39
C 3.651 -1.156 1.621  0.24
C -3.534 -2.917 4.522  -0.60
C 0.401 -5.386 3.308  0.65
C 2.114 -3.304 -1.677  0.71
C 0.190 -0.139 -0.388  2.24
C 3.223 -4.226 -1.233  -0.78
H -0.554 -2.366 -4.011  0.19
H 3.010 -3.064 -3.404  0.28
H -2.374 0.608 -0.479  0.06
H -2.491 6.144 -3.463  0.21
H -1.352 -1.591 -0.477  -0.31
H 2.032 1.970 0.247  -0.88
H 5.314 3.620 -0.392  0.32
H 0.669 6.476 1.245  0.43
H -4.621 -0.244 -4.970  0.34
H -3.565 -0.847 0.945  0.38
H -3.534 -2.817 -4.299  0.31
H -1.985 1.444 4.717  0.25
H -1.061 3.807 -1.840  0.05
H 1.882 1.141 -2.992  0.09
H 2.022 -0.050 3.378  0.34
H -2.208 1.294 2.095  -0.06
H 2.327 -2.264 -1.385  -0.24
H 4.005 2.172 -3.213  0.24
H 4.226 3.681 1.534  0.53
H 2.324 3.501 -1.879  0.07
H -2.510 -0.168 -3.725  -0.03
H -3.250 -1.919 4.695  0.21
H -4.688 -1.874 1.313  0.25
H 0.211 5.029 1.761  0.34
H 0.689 -1.827 1.518  -1.23
H 4.277 -0.281 1.927  0.21
H 3.358 -0.407 -4.005  0.24
H 2.919 -5.197 -1.628  0.30
H -3.928 0.405 -0.578  0.31
H -3.458 1.461 -3.232  0.32
H 2.544 -2.719 2.730  -0.14
H 5.223 -2.222 1.933  0.34
H -4.316 -2.941 3.707  0.27
H 0.826 0.410 0.408  -0.93
H 3.368 4.435 0.220  0.42
H -0.735 -3.734 0.289  -0.01
H -0.159 -5.275 2.370  -0.42
H 3.620 -3.551 0.613  0.27
H 0.130 5.529 -1.185  0.70
H 3.111 -0.151 -2.556  0.27
H 3.402 -1.698 3.748  0.68
H -3.683 3.812 -1.897  0.21
H 1.977 -6.371 4.161  0.46
H -3.425 4.962 -4.361  0.31
H -0.237 1.529 4.504  0.23
H -0.225 1.423 -1.443  -0.86
H 0.739 -1.917 -3.306  0.20
H 4.148 -3.938 -1.635  0.49
H -0.498 1.662 1.971  -0.35
H -4.754 6.666 -3.684  0.30
H 3.318 4.576 -4.522  0.36
H -0.250 -0.136 -4.181  0.50
H 1.171 -6.997 1.441  0.33
H -2.350 -2.540 2.666  -0.12
H -4.515 -4.302 5.589  0.33
H -2.546 5.076 -1.371  0.10
H 1.396 4.872 -0.234  -0.42
H -1.726 -3.876 4.991  0.33
H -2.273 3.353 2.184  0.38
H -5.223 -1.348 -3.743  0.33
H -3.129 -1.154 -2.380  0.08
H 3.010 1.555 1.598  0.14
H 2.989 -0.909 0.805  -0.25
H -0.162 -0.513 3.617  0.16
H 2.937 2.312 -4.592  0.43
H -1.141 -0.750 1.125  -0.45
H 1.484 3.799 -3.261  0.48
H 2.077 3.420 2.642  0.32
H -0.135 -3.538 3.656  0.28
H -2.892 -4.767 3.982  0.29
H -0.321 -5.929 3.946  0.24
H -1.491 -5.070 0.618  0.23
H 0.142 1.157 -3.783  0.29
H 0.283 3.372 0.514  -0.68
H -1.898 5.079 0.877  0.23
H 2.479 -5.568 2.729  0.08
H 1.149 -3.571 -1.384  0.11
H 0.872 -0.558 -1.080  -0.46

Atoms 1-3, force components in eV/Å:
-1.0426 -1.1083 -0.3004
3.1564 0.2692 -0.3881
-0.0097 -0.8110 0.1947

Summary:
ΔE to the lowest compared entry with this formula, charge and spin: 198.3 kJ/mol
gap between HOMO and LUMO: 8.81 eV

=====

[3]
Formula: C23H11Cl60NPS
Source: the OMol25 dataset
Level of theory: ωB97M-V/def2-TZVPD

Each line ends with the Mulliken charge.
Positions of all 97 atoms, in Å:
Cl -0.959 6.517 -5.153  -0.03
Cl 3.750 5.228 -7.230  -0.10
Cl 3.628 9.237 -1.959  -0.04
Cl 0.155 -3.246 -3.478  -0.01
Cl 10.854 5.837 2.823  -0.10
Cl -7.076 -1.874 2.618  -0.09
Cl 9.954 7.361 5.101  -0.10
Cl 0.991 -8.648 -0.040  -0.01
Cl -4.674 -6.027 -2.435  -0.24
Cl 0.894 4.825 -7.237  -0.06
Cl -0.918 -6.589 -0.744  0.01
Cl -4.306 -2.434 2.056  0.02
Cl 5.685 -6.458 -8.760  -0.09
Cl -6.106 2.074 8.125  -0.09
Cl 3.348 4.585 4.206  -0.07
Cl 1.709 -9.710 3.191  -0.10
Cl -0.020 -8.484 -2.732  -0.09
Cl 1.982 7.415 -7.872  -0.10
Cl -0.283 8.313 -2.362  -0.01
Cl -0.171 -7.517 3.016  -0.03
Cl -5.132 0.272 2.550  0.06
Cl -3.618 5.785 1.021  -0.07
Cl 1.043 1.980 6.042  -0.04
Cl -0.389 2.032 3.556  0.00
Cl 3.405 -5.176 -7.543  -0.05
Cl 5.709 3.273 5.222  -0.11
Cl -3.930 0.235 7.681  -0.04
Cl -5.124 -1.618 4.722  -0.05
Cl -6.759 -7.949 -1.920  -0.06
Cl 6.388 8.410 -1.815  -0.10
Cl -0.425 -9.479 5.117  -0.08
Cl -4.878 0.729 10.360  -0.09
Cl -2.774 6.516 -2.909  -0.03
Cl 5.717 11.213 -1.724  -0.10
Cl -4.748 3.235 1.795  -0.11
Cl 1.772 -6.463 -1.741  -0.04
Cl -6.511 -0.757 8.504  -0.10
Cl 8.293 5.265 4.027  -0.01
Cl 8.673 7.704 2.539  -0.08
Cl 1.205 8.304 0.102  -0.05
Cl -3.510 3.545 -0.792  -0.06
Cl 3.768 4.375 7.051  -0.10
Cl -1.399 0.464 5.760  0.00
Cl -4.165 -8.842 -2.804  -0.07
Cl -1.915 3.554 1.631  -0.06
Cl -1.656 7.965 0.165  -0.01
Cl 5.421 6.134 5.470  -0.07
Cl -0.785 4.441 -3.164  -0.06
Cl 0.991 -0.378 4.391  -0.11
Cl 3.619 -8.052 -7.535  -0.09
Cl 2.196 -1.248 -3.968  -0.09
Cl 2.761 -4.019 -4.490  -0.03
Cl 0.930 -2.582 -6.182  -0.11
Cl 2.302 5.226 -9.724  -0.10
Cl 5.084 9.505 0.514  -0.10
Cl 5.383 -6.466 -5.891  -0.10
Cl -3.030 4.521 -4.979  -0.11
Cl -0.520 10.527 -0.533  -0.10
Cl 1.760 -7.602 5.157  -0.09
Cl -5.910 -7.443 -4.626  -0.08
S -5.064 -5.646 1.681  -0.33
P -3.345 -5.913 0.857  0.76
N -2.847 -3.744 -0.922  0.94
C 4.524 -6.540 -7.437  0.34
C 1.211 -1.267 -0.568  -0.72
C -5.419 -1.411 3.000  0.10
C 9.446 6.541 3.622  0.29
C 0.472 -7.560 -1.316  0.19
C 2.233 5.672 -8.018  0.35
C 0.325 -0.283 -0.558  -0.34
C 0.062 1.024 4.943  0.14
C -3.457 4.036 0.901  0.31
C 5.205 9.593 -1.249  0.33
C -1.117 -0.469 -0.995  -0.63
C -1.891 5.503 -4.050  0.22
C 1.524 -2.774 -4.535  0.23
C -2.660 -4.234 0.301  0.02
C 0.720 -8.581 4.126  0.29
C -1.460 -2.251 0.786  0.29
C -1.657 -1.781 -0.499  0.04
C -5.359 0.573 8.672  0.29
C -0.314 8.779 -0.660  0.19
C -1.966 -3.458 1.199  -1.44
C -5.390 -7.584 -2.955  0.31
C -2.389 -2.567 -1.341  -0.97
C 4.566 4.596 5.489  0.35
H -3.363 -4.292 -1.602  -0.13
H -1.793 -3.819 2.197  0.56
H 1.043 -2.117 -1.210  0.10
H -1.154 -0.417 -2.082  0.41
H -0.885 -1.617 1.444  0.83
H 0.656 0.695 -0.245  0.50
H -2.589 -2.218 -2.338  0.61
H -1.748 0.333 -0.616  0.30
H -2.442 -6.477 1.770  -0.06
H 2.061 -1.233 0.089  0.33
H -3.399 -6.721 -0.276  0.01

Atoms 1-3, force components in eV/Å:
-0.1503 0.0921 0.1213
-0.0048 0.0040 0.0052
0.1372 0.0429 -0.1328

Summary:
net charge: +1
gap between HOMO and LUMO: 7.57 eV